# 1
Molecular formula: C33H36F3GeNO6SbSeZn
Method: DFT, the ωB97M-V functional and the def2-TZVPD basis

```
83
Properties=species:S:1:pos:R:3:lowdin_charge:R:1
Zn 0.4966 1.5080 -1.2946 0.609
O -2.2076 0.6743 -6.7002 0.068
C -1.5683 0.9334 -5.5329 -0.286
C -1.4890 2.2206 -5.0049 0.063
C -0.8453 2.3851 -3.7966 -0.152
N -0.2978 1.3560 -3.1731 0.083
C -0.3229 0.1276 -3.6838 -0.146
C -0.9703 -0.1362 -4.8703 0.075
C 0.4565 -0.8710 -2.8236 -0.649
O 0.1826 -2.0725 -2.9260 -0.044
O 1.2995 -0.3124 -2.0501 -0.114
C -0.6146 3.7164 -3.0708 -0.604
O -0.9788 4.7498 -3.6295 0.018
O -0.0197 3.5737 -1.9543 -0.107
H -2.5989 1.4865 -7.0350 0.106
H -1.9094 3.0860 -5.5048 0.125
H -1.0076 -1.1389 -5.2755 0.131
C -2.1094 0.6316 1.8568 -0.070
C -1.0329 1.5215 1.2367 -0.585
C -0.0661 1.9576 2.3422 -0.074
O -0.4061 0.8133 0.2095 -0.358
H -2.7126 1.1880 2.5815 0.072
H -1.6359 -0.2156 2.3635 0.070
H -2.7583 0.2377 1.0725 0.067
H -1.5285 2.4277 0.8451 0.126
H 0.5385 1.0990 2.6465 0.074
H -0.6199 2.3239 3.2121 0.077
H 0.6011 2.7506 2.0099 0.013
C 4.3819 5.4574 1.9622 -0.227
Ge 2.4629 5.7102 1.6362 0.755
C 2.0664 7.5793 1.1664 -0.225
C 1.3979 5.2846 3.2270 -0.226
C 1.8593 4.6596 0.0886 -0.581
Se 2.5214 2.8320 -0.1089 0.950
C 3.5950 3.1077 -1.7068 -0.378
H 4.6876 5.9268 2.8983 0.013
H 4.9630 5.8948 1.1482 0.015
H 4.6012 4.3896 2.0121 0.005
H 2.1824 8.2268 2.0378 0.012
H 1.0330 7.6464 0.8207 0.021
H 2.7181 7.9411 0.3698 0.015
H 1.4833 6.0879 3.9613 0.014
H 1.7168 4.3507 3.6914 0.017
H 0.3490 5.1829 2.9422 0.020
H 2.1168 5.1635 -0.8414 0.026
H 0.7740 4.5969 0.1079 0.010
H 4.3807 3.8331 -1.5124 0.019
H 2.9462 3.4497 -2.5106 0.027
H 4.0291 2.1438 -1.9616 0.024
F 0.3182 -8.4712 -2.2913 0.033
C 0.2081 -7.2100 -1.8075 -0.297
C -1.0387 -6.6279 -1.7353 -0.019
C -1.1429 -5.3368 -1.2246 -0.104
C -0.0211 -4.6365 -0.7880 -0.371
C 1.2227 -5.2571 -0.9103 -0.130
C 1.3500 -6.5450 -1.4142 -0.024
Sb -0.0794 -2.6156 0.0587 1.627
C 0.4004 -3.4399 2.0397 -0.380
C 0.9663 -2.5603 2.9638 -0.133
C 1.3384 -2.9754 4.2388 -0.022
C 1.1497 -4.2999 4.5705 -0.296
F 1.5157 -4.7244 5.8037 0.036
C 0.6055 -5.2115 3.6888 -0.020
C 0.2337 -4.7719 2.4235 -0.125
C -2.2340 -2.7457 0.3464 -0.382
C -3.0504 -2.2287 -0.6601 -0.129
C -4.4350 -2.3315 -0.5942 -0.017
C -4.9943 -2.9523 0.5021 -0.293
F -6.3420 -3.0594 0.5767 0.037
C -4.2271 -3.4573 1.5310 -0.016
C -2.8430 -3.3479 1.4447 -0.107
H -1.9110 -7.1781 -2.0666 0.112
H -2.1229 -4.8795 -1.1739 0.090
H 2.1192 -4.7238 -0.6088 0.101
H 2.3137 -7.0318 -1.5049 0.112
H 1.1252 -1.5233 2.6810 0.084
H 1.7675 -2.2932 4.9620 0.113
H 0.4772 -6.2431 3.9940 0.113
H -0.1912 -5.4827 1.7222 0.098
H -2.5970 -1.7327 -1.5136 0.101
H -5.0753 -1.9340 -1.3724 0.115
H -4.7066 -3.9249 2.3826 0.113
H -2.2401 -3.7333 2.2567 0.087
```

HOMO	-5.61	eV
total energy	-8582.98168	a.u.
relative energy (zero: lowest compared OMol25 entry of this formula, charge and spin)	111.2	kJ/mol
gap between HOMO and LUMO	7.86	eV
maximum force	0.71	eV/Å
total charge	-1

# 2
Molecular formula: C33H36F3N7O4RuS
Method: DFT, the ωB97M-V functional and the def2-TZVPD basis

```
85
Properties=species:S:1:pos:R:3:lowdin_spin:R:1
Ru -0.2944 -0.5267 0.6222 0.000
O -1.8569 2.1916 -1.9871 0.001
C -1.2270 1.3701 -1.3434 0.000
O -1.5961 0.9111 -0.1860 -0.003
C 0.1287 0.8997 -1.8244 0.000
C 0.6356 1.3322 -3.0340 0.000
C 1.9141 0.9425 -3.4007 0.000
C 2.6430 0.1480 -2.5318 0.000
C 2.0663 -0.2465 -1.3366 0.000
N 0.8289 0.1094 -0.9918 0.000
H 0.0190 1.9703 -3.6507 0.000
H 2.3383 1.2611 -4.3433 0.000
H 3.6488 -0.1688 -2.7682 0.000
H 2.6019 -0.8660 -0.6302 0.000
F 2.8540 0.1112 4.8462 0.000
C 3.6834 -0.2949 3.8718 0.000
F 4.7445 -0.8644 4.4654 0.000
F 4.1234 0.8014 3.2367 0.000
C 3.0059 -1.2518 2.9287 0.000
C 3.5196 -2.5125 2.7042 0.000
C 2.8862 -3.3690 1.8078 0.000
C 1.7418 -2.9302 1.1772 0.000
N 1.2248 -1.7177 1.4022 0.000
C 1.8439 -0.8613 2.2476 0.000
S 0.9986 0.6431 2.2698 0.000
H 4.4179 -2.8234 3.2192 0.000
H 3.2792 -4.3533 1.6011 0.000
H 1.2174 -3.5470 0.4567 0.000
C -3.1108 5.0801 2.2581 0.006
C -3.0843 4.2691 0.9670 0.035
C -2.6043 5.1142 -0.2166 0.028
C -4.4422 3.6438 0.6715 0.003
N -2.1589 3.1317 1.1133 0.503
N -0.9293 3.2936 1.5430 0.389
H -3.8625 5.8628 2.1650 0.000
H -2.1616 5.5850 2.4512 0.000
H -3.3718 4.4578 3.1149 0.000
H -3.3103 5.9286 -0.3788 0.004
H -2.5418 4.5069 -1.1195 0.000
H -1.6231 5.5446 -0.0114 0.002
H -5.1750 4.4325 0.5083 0.000
H -4.7796 3.0247 1.5036 0.001
H -4.3897 3.0356 -0.2332 0.000
H -2.2452 2.2670 0.5259 0.008
H -0.7489 3.9857 2.2545 0.014
H -0.3135 2.4942 1.4341 0.009
C -5.4243 -5.0592 0.4924 0.000
O -4.1473 -4.9476 1.1077 0.000
C -3.5588 -6.0891 1.5335 0.000
C -4.1677 -7.3372 1.5517 0.000
C -3.4680 -8.4437 2.0181 0.000
C -2.1642 -8.3270 2.4684 0.000
C -1.5472 -7.0846 2.4378 0.000
C -2.2318 -5.9800 1.9666 0.000
N -1.5945 -4.6999 1.9507 0.000
C -1.3893 -3.9031 0.9170 0.000
C -1.5563 -4.1121 -0.4489 0.000
C -1.7986 -5.3864 -1.0579 0.000
C -1.9535 -5.5061 -2.3979 0.000
C -1.8927 -4.3409 -3.2141 0.000
C -1.6677 -3.1111 -2.6863 0.000
C -1.4797 -2.9233 -1.2761 0.000
O -1.3157 -1.7415 -0.8405 0.000
H -5.6813 -4.0601 0.1523 0.000
H -6.1769 -5.4064 1.2030 0.000
H -5.3850 -5.7334 -0.3654 0.000
H -5.1861 -7.4550 1.2124 0.000
H -3.9588 -9.4077 2.0288 0.000
H -1.6278 -9.1917 2.8321 0.000
H -0.5220 -6.9659 2.7659 0.000
H -1.3771 -4.3039 2.8542 0.000
H -1.0233 -2.9246 1.2014 0.000
H -1.8224 -6.2725 -0.4395 0.000
H -2.1105 -6.4752 -2.8500 0.000
H -2.0238 -4.4419 -4.2846 0.000
H -1.6210 -2.2256 -3.3066 0.000
N -2.9731 -1.2372 1.5856 0.000
C -3.8191 -1.5893 2.5698 0.000
C -3.0977 -1.5747 3.7419 0.000
C -1.7976 -1.1977 3.3639 0.000
N -1.7380 -1.0034 2.0529 0.000
H -3.1169 -1.1529 0.5881 0.000
H -4.8519 -1.8156 2.3692 0.000
H -3.4596 -1.7896 4.7316 0.000
H -0.9152 -1.0401 3.9630 0.000
```

HOMO (alpha / beta)	-9.50 / -9.50	eV
total energy	-2755.90797	a.u.
relative energy (zero: lowest compared OMol25 entry of this formula, charge and spin)	49.5	kJ/mol
<S²>	0.754
gap between HOMO and LUMO (alpha / beta)	6.73 / 6.21	eV
maximum force	0.10	eV/Å
total charge	+1
multiplicity	2

# 3
Molecular formula: C33H36IMoN2PSe2
Method: DFT, the ωB97M-V functional and the def2-TZVPD basis

```
76
Properties=species:S:1:pos:R:3:lowdin_spin:R:1
Mo 8.0741 -3.3214 15.4521 1.395
C 5.4357 -0.6240 16.5253 0.001
C 5.2584 -1.6959 17.5671 -0.004
C 4.0722 -1.8553 18.2684 0.000
C 3.9303 -2.8483 19.2255 -0.001
C 4.9643 -3.7367 19.4776 0.000
C 6.1665 -3.6460 18.8015 -0.010
C 7.2716 -4.6486 19.0650 -0.001
C 6.2775 -2.5748 17.9060 -0.015
N 7.5701 -2.3872 17.3592 -0.014
C 8.5487 -2.0371 18.1555 0.047
C 8.3553 -1.4665 19.4967 0.008
C 9.9290 -2.3452 17.6465 0.007
C 11.1185 -2.0889 18.4522 0.000
N 9.9730 -2.9994 16.5165 0.013
C 11.1927 -3.3289 15.8902 0.006
C 11.9107 -2.3194 15.2618 0.000
C 11.5482 -0.8534 15.3528 0.000
C 13.0664 -2.7272 14.6120 0.001
C 13.4497 -4.0534 14.6022 0.001
C 12.6926 -5.0120 15.2570 0.002
C 11.5356 -4.6785 15.9111 0.002
C 10.7605 -5.6741 16.7198 0.016
H 4.6256 0.0896 16.6135 0.000
H 5.3522 -1.0581 15.5163 0.000
H 6.3825 -0.0891 16.6163 0.000
H 3.2581 -1.1749 18.0799 0.000
H 3.0039 -2.9482 19.7617 0.000
H 4.8295 -4.5240 20.2069 0.000
H 6.8105 -5.6035 19.2871 0.000
H 7.8741 -4.3718 19.9362 0.000
H 7.9525 -4.7928 18.2214 0.000
H 7.3361 -1.1446 19.7161 0.000
H 9.0484 -0.6302 19.5953 0.002
H 8.6721 -2.2086 20.2289 0.004
H 10.9514 -2.6086 19.4035 0.000
H 11.1831 -1.0330 18.6876 0.000
H 12.0504 -2.4393 18.0134 0.000
H 10.4758 -0.6736 15.4487 0.000
H 11.8781 -0.3456 14.4529 0.000
H 12.0390 -0.3599 16.1951 0.000
H 13.6621 -1.9840 14.1027 0.000
H 14.3538 -4.3598 14.0973 0.000
H 13.0052 -6.0454 15.2594 0.000
H 11.0408 -6.6826 16.4291 0.004
H 9.6768 -5.5613 16.6368 0.007
H 11.0118 -5.5859 17.7844 0.002
Se 9.2418 -4.4135 13.4717 0.185
P 9.3154 -6.5452 13.7965 0.476
Se 6.3200 -4.7033 15.5183 -0.489
C 8.0474 -7.4631 12.9454 0.078
C 7.2114 -6.8445 12.0077 0.037
C 6.3098 -7.6048 11.2714 0.001
C 6.2302 -8.9736 11.4970 0.039
C 7.0616 -9.6043 12.4197 -0.002
C 7.9926 -8.8575 13.1279 0.033
C 10.9408 -7.1176 13.2906 0.067
C 11.5134 -8.2762 13.8254 0.017
C 12.7934 -8.6684 13.4334 -0.001
C 13.4997 -7.9238 12.5071 0.014
C 12.9270 -6.7785 11.9614 0.003
C 11.6610 -6.3746 12.3377 0.022
H 7.2410 -5.7734 11.8615 0.004
H 5.6675 -7.1438 10.5387 0.000
H 5.5233 -9.5576 10.9292 0.002
H 6.9987 -10.6795 12.5539 -0.001
H 8.6450 -9.3544 13.8382 0.003
H 10.9759 -8.8517 14.5663 0.003
H 13.2166 -9.5670 13.8589 0.000
H 14.4783 -8.2322 12.1711 0.001
H 13.4734 -6.2002 11.2365 0.001
H 11.2523 -5.4588 11.9289 0.000
I 6.5727 -1.9128 12.5118 0.020
C 7.7663 -1.6708 14.2566 -0.001
H 8.7925 -1.4212 13.9271 0.002
H 7.3853 -0.8627 14.8840 0.014
```

HOMO (alpha / beta)	-13.54 / -13.82	eV
total energy	-6898.17812	a.u.
relative energy (zero: lowest compared OMol25 entry of this formula, charge and spin)	178.3	kJ/mol
<S²>	2.279
gap between HOMO and LUMO (alpha / beta)	5.89 / 5.92	eV
maximum force	2.23	eV/Å
total charge	+2
multiplicity	3

Q: Which of these has the lowest relative energy (zero: lowest compared OMol25 entry of this formula, charge and spin)?
A: C33H36F3N7O4RuS

Q: What is the formula in the third record?
A: C33H36IMoN2PSe2

Q: Among the records above, which one has the lowest total charge?
A: C33H36F3GeNO6SbSeZn

Q: Which of these has the highest relative energy (zero: lowest compared OMol25 entry of this formula, charge and spin)?
A: C33H36IMoN2PSe2